Formula: C82H175N9O10
Source: OMol25
Level of theory: wB97M-V/def2-TZVPD

The geometry in ORCA input format:
```
! RIJCOSX wB97M-V def2-TZVPD def2/J DEFGRID3
* xyz 0 1
O -3.52652 -0.06951 2.16445
O -6.00174 2.16238 -4.20374
O 2.68713 -6.10390 -4.20731
O 2.99960 2.19770 1.27001
O 1.43824 -0.83427 -0.47818
O 2.58632 -0.65372 2.55657
O -2.80503 7.57447 3.24834
O 0.13080 -8.21324 2.85020
O 5.51511 0.91204 2.97726
O -2.65209 4.86167 -3.89391
N 3.48979 -5.19214 -3.56158
N -1.89163 5.91902 -4.14484
N 6.19978 0.07343 3.84344
N -2.86248 6.73556 2.05892
N -0.93042 -8.45949 1.95120
N -4.67964 -0.82196 1.65256
N 1.30763 -1.10535 2.84570
N -4.87383 1.32151 -4.36744
N 3.99763 2.83256 0.61353
C -3.01448 -7.68765 0.93541
C 4.92690 0.76079 -0.39224
C 4.89402 -4.73007 -1.49682
C -1.78767 -7.28340 1.82266
C -1.57014 8.10357 -5.23700
C -2.51789 6.88041 -5.14655
C 1.33627 -2.64477 3.05282
C 2.79031 -6.20351 -1.44260
C 2.99840 1.94402 -1.48632
C 4.95002 4.94747 -0.09550
C -6.18631 1.08775 1.96330
C 0.22557 -0.13214 -0.54368
C -4.29334 -2.24005 1.43372
C 5.20557 1.45303 5.76701
C 7.53377 1.99979 4.86662
C -2.38362 -6.96641 3.25264
C -2.70215 -8.54513 -0.31274
C 4.94754 4.43240 -1.51234
C -3.15098 -0.13134 -3.44005
C 8.34349 -0.09455 2.46621
C -3.78688 7.38704 -4.51013
C -4.65992 2.03574 -6.81877
C 4.46097 -3.22867 -1.68337
C 1.58950 -0.08614 5.21972
C 7.17361 -0.16421 6.14983
C 4.05532 -2.84872 -3.08245
C 4.09109 4.72666 2.21262
C 2.98332 -3.83084 -3.63345
C 8.16809 -1.04442 5.59053
C -4.56189 0.40562 -3.27311
C -3.67406 6.37033 -0.29721
C -1.26395 5.02682 3.06737
C 4.01098 -5.76921 -2.26479
C -5.50299 -2.88824 0.71882
C -3.14146 0.34641 -5.90063
C 7.14355 -0.85969 3.18396
C -5.51468 -0.81666 -3.23348
C -2.73582 6.22970 -6.52726
C -3.44219 8.58038 0.59763
C -3.44782 4.86733 -0.07613
C 6.50746 0.80678 5.07291
C 5.24551 2.91562 -1.55584
C 1.58149 -3.67509 -2.97365
C -7.07707 -1.08716 1.43521
C 0.02333 4.57860 -5.37623
C -3.02233 -2.46367 0.53441
C -0.05393 -10.76100 1.42923
C 0.47757 6.79955 -4.56236
C 2.82414 -3.56475 -5.16482
C -0.65294 -0.89911 4.34180
C -4.65000 1.12812 -1.86855
C -0.42820 5.58745 -4.27056
C -4.62607 0.89212 -5.80642
C 3.80775 4.34586 0.71743
C 6.46108 -1.86879 2.05297
C -5.97559 -0.44753 2.25052
C 0.43171 -8.76948 -0.17677
C -1.93368 -9.75372 0.07491
C 4.27664 2.08913 -0.67417
C -0.11606 7.74323 -5.68269
C 4.99651 -6.97020 -2.66749
C 2.42781 -3.03575 4.13578
C -5.49351 -0.34675 -6.29425
C 0.75244 -0.28075 3.98706
C -3.65675 4.56021 3.23121
C -2.58846 5.25854 2.35504
C 7.73239 -1.79341 4.24039
C 0.49649 1.16668 3.38365
C -0.67741 -2.44726 4.55217
C 0.02009 5.06821 -2.90100
C -1.03632 -6.04511 1.26864
C -0.55967 -9.44898 0.84840
C -5.29474 7.06232 1.53021
C -4.06071 -2.92613 2.73578
C 0.02060 -3.23231 3.38010
C 1.70367 -3.28058 1.69565
C -2.87160 -0.76304 -4.86957
C -6.19448 -0.75487 3.71320
C -6.91114 -2.66640 1.34170
C -2.33794 4.58912 0.94905
C -3.88699 7.17281 1.03145
C 2.40129 4.88588 0.19833
H 7.48300 0.35404 7.05746
H -2.09313 -2.08594 0.96100
H -0.52415 5.38198 2.34998
H -4.98022 -3.36456 3.12355
H -1.54528 -5.67711 0.37778
H -3.49310 9.21439 1.48280
H 5.26253 -7.44160 -1.72138
H -5.56027 3.01430 -4.23446
H -6.08270 1.34956 0.91029
H 1.27215 -8.18401 0.19604
H -0.96254 -0.58648 5.33905
H -3.57198 -3.88671 2.57294
H -2.95898 -3.50427 0.21620
H -2.22760 8.29092 2.97472
H -1.07797 3.96765 3.24525
H 7.39309 2.49937 3.90812
H 8.48712 -1.61951 6.45979
H 5.85690 4.72780 0.46789
H 1.09371 0.68684 5.80692
H -5.72072 1.28568 -1.73882
H -8.06813 -0.92272 1.85813
H -5.33332 -1.62924 -3.93698
H -5.39737 -2.49622 -0.29274
H 6.35756 -0.64957 6.68517
H 2.65140 2.89875 -1.88152
H -1.74618 -10.35890 -0.81205
H 3.16841 -3.74719 3.77041
H -7.05863 1.60989 2.35637
H -6.99155 -0.25133 4.26024
H -4.98914 -1.30589 -6.41151
H 2.87004 -2.13668 4.56496
H -0.39718 4.07437 -2.73897
H 5.43591 -1.92396 2.41914
H -3.59537 -8.40057 1.52057
H 0.01563 -6.23080 1.05177
H -4.19240 8.90472 -0.12354
H 5.95907 -4.73182 -1.72871
H 4.08231 4.58779 -2.15679
H 3.35859 1.99378 2.13670
H -4.31911 0.56597 -0.99528
H 9.03830 -0.49008 5.23905
H -4.22829 8.24777 -5.01254
H 0.85535 -3.21064 1.01480
H 0.24563 0.77576 -1.14652
H -0.02041 4.93312 -6.40603
H -1.49692 -6.58431 3.75848
H 6.30589 2.77248 -1.34796
H 3.42563 -6.53590 -4.64274
H 1.72414 -3.26665 -1.97319
H -3.43031 -1.68593 -5.02516
H -2.52020 -10.25523 0.84470
H 0.32623 -4.20606 3.76286
H 2.40696 -0.23282 1.71261
H -3.96675 5.24860 4.01742
H 9.06540 -0.70564 1.92442
H 2.19605 -6.95950 -1.95588
H -0.08447 7.34602 -6.69724
H 0.00744 -8.90786 3.50127
H -6.45010 -0.49294 -5.79260
H -0.23056 5.63361 -2.00345
H 3.70363 -1.81706 -3.07319
H 4.94079 -2.89462 -3.71643
H -2.40149 6.82883 -7.37422
H 0.00029 -8.06628 -0.88915
H 2.29362 -5.28011 -1.14476
H 4.23279 0.12929 0.16230
H -5.66725 2.45193 -6.80602
H 5.71746 0.81412 0.35627
H 7.46402 2.83516 5.56331
H 3.71634 -3.11325 -0.89577
H 1.06426 -2.93697 -3.58665
H 4.86562 6.03287 -0.14903
H 5.79525 4.71873 -2.13486
H 5.07851 4.48191 2.60403
H -3.81698 2.72591 -6.78401
H -5.77837 -0.11325 -7.32013
H 6.91681 -2.85295 2.16191
H 2.01218 -3.56722 4.99187
H -4.52224 6.59007 -4.39978
H 5.36159 0.25825 -1.25630
H 7.00611 -2.56270 4.50273
H 8.94354 0.36212 3.25329
H 2.28470 5.00024 -0.87937
H 4.74114 -5.00822 -0.45406
H -7.27276 -0.59791 0.48103
H 4.57502 1.99203 5.05992
H -3.40113 -2.46965 3.47382
H 6.28403 -1.53240 1.03141
H -3.43670 0.56190 1.44691
H -4.07303 2.04751 -1.96829
H 5.83007 -6.51691 -3.20396
H -5.52269 -1.20112 -2.21358
H -2.29028 5.23676 -6.58782
H 2.00597 -4.06452 -5.68340
H -1.24224 -5.17423 1.89094
H -1.91111 8.85547 -5.94866
H -0.27889 -11.60069 0.77165
H 3.09769 1.16617 -2.24342
H -6.32718 -1.81958 3.90521
H 3.04367 -6.56221 -0.44498
H 2.25955 1.52819 -0.80127
H -2.72695 -7.82638 3.82768
H -3.19914 -6.24522 3.30660
H -5.27979 7.60054 2.47795
H -5.33534 -0.42835 4.29919
H 1.24839 -1.62199 0.03666
H -2.82184 6.60950 -0.93333
H -3.80850 6.04460 -6.58400
H 2.52788 -2.53890 -5.38382
H -6.93950 -3.27519 2.24539
H -0.33448 1.06103 2.68618
H 3.42833 4.32100 2.97702
H 1.43759 6.61375 -5.04397
H 2.48754 0.48452 4.98314
H -4.63466 1.70267 -7.85634
H -3.40534 3.58645 3.65154
H -0.25172 0.07614 0.41388
H -3.20334 4.35761 -1.00807
H -1.36428 4.79988 0.50672
H -4.36203 4.36869 0.24588
H 1.92584 -1.00200 5.70571
H -3.72493 -6.90785 0.66113
H -2.42916 8.65342 0.20196
H -5.42017 -3.97508 0.72152
H 0.93134 -9.53282 -0.77325
H -2.43984 3.52322 1.15293
H -2.18598 -7.92013 -1.04147
H -2.45764 1.18924 -5.80000
H 3.91810 5.78325 2.41704
H 0.99825 4.14793 -5.14783
H -5.41967 1.65661 2.48936
H 2.49034 -2.74541 1.16382
H 5.20213 -2.56114 -1.24385
H 8.54824 -2.25363 3.68298
H -0.46112 -11.15113 2.36202
H -3.64678 -8.93372 -0.69321
H 1.70090 4.07491 0.39803
H 7.94317 0.79233 1.97499
H 4.42963 -7.70732 -3.23620
H -1.17538 5.52600 4.03230
H 0.98499 -10.55277 1.68490
H 5.12775 2.64555 -2.60527
H 3.60676 -4.00020 -5.78609
H -1.85054 -1.14437 -4.88109
H 8.55718 1.63210 4.79232
H -6.47062 -0.37530 -3.51541
H -4.44380 6.60484 -1.03246
H 5.43340 2.18318 6.54358
H -0.20259 -2.73303 5.49077
H 2.04581 -4.31160 1.78540
H 1.09229 4.87208 -2.90740
H 2.25228 5.82803 0.72581
H -0.42054 -0.82718 -1.07993
H -1.67533 -2.87453 4.65066
H -2.86465 -0.79834 -2.62690
H -2.76850 4.93322 -2.94368
H 0.33742 8.73406 -5.70887
H 0.16398 1.94656 4.06872
H -1.49710 -0.66460 3.69335
H -2.41189 0.66116 -3.32258
H 4.66610 0.65169 6.27191
H -6.08934 7.43975 0.88656
H -4.55007 4.32901 2.65100
H -3.09971 -1.88595 -0.38665
H -3.62764 7.73449 -3.48933
H 0.98022 -4.58069 -2.89315
H -7.78259 -3.06113 0.81934
H -0.81664 3.88952 -5.46410
H 1.41135 1.60583 2.98579
H -1.66212 8.74956 -4.36389
H -2.87767 -0.12538 -6.84716
H -5.34959 5.98769 1.70413
H 0.69610 7.37359 -3.66190
H -0.75543 -3.21700 2.61483
H 4.64784 0.54651 2.78801
*
```

Computed properties:
E_HOMO: -7.90 eV
Energy above the lowest of the compared OMol25 structures with the same formula, charge and spin: 654.31 kJ/mol
SMILES: CC1(C)CCCC(C)(C)N1O.CC1(C)CCCC(C)(C)N1O.CC1(C)CCCC(C)(C)N1O.CC1(C)CCCC(C)(C)N1O.CC1(C)CCCC(C)(C)N1O.CC1(C)CCCC(C)(C)N1O.CC1(C)CCCC(C)(C)N1O.CC1(C)CCCC(C)(C)N1O.CC1(C)CCCC(C)(C)N1O.CO

Atom charges from the Löwdin analysis, given in e for atoms 1 to 5: -0.025 -0.008 -0.016 -0.052 -0.128